C31H73N12O8 | ωB97M-V with the def2-TZVPD basis set

Structure (XYZ):
```
124
Properties=species:S:1:pos:R:3:forces:R:3:mulliken_charge:R:1
N -0.1446 -1.5926 1.7483 0.36 1.67 0.36 -0.735
C 0.9440 -0.7494 1.0819 0.76 0.79 -0.47 0.249
C 2.3579 -0.7127 1.9265 -0.53 0.26 0.04 -0.589
C 2.3434 0.6437 2.8801 0.83 -0.03 0.49 -0.592
C 3.3642 0.5003 4.1942 0.08 0.59 -1.31 -0.482
C 3.0788 1.8094 5.1388 -0.22 0.37 0.54 0.057
C 2.4335 1.6283 6.6356 -0.78 -0.08 -0.97 -0.490
N 2.6221 3.0520 7.2002 1.12 1.37 -2.10 -0.212
C 3.4426 3.8676 6.2256 0.24 -4.49 1.14 0.191
N 3.5084 5.2130 5.9594 -0.70 -0.87 0.57 -0.237
N 4.2167 2.7569 5.4864 0.05 2.31 0.12 -0.403
H 0.0678 -1.7298 2.7660 -0.14 0.30 -1.29 0.285
H -1.0126 -0.9884 1.7138 1.31 -1.10 0.04 0.299
H 0.5607 0.3672 0.9880 0.89 -2.30 -0.06 0.036
H 1.1835 -1.1455 -0.0145 -0.70 0.72 2.38 -0.215
H 2.3983 -1.7116 2.5589 0.07 2.11 -1.06 0.319
H 3.3143 -0.6959 1.2128 -2.19 0.03 1.57 0.291
H 1.2776 0.9043 3.2938 1.81 -0.77 -0.93 0.328
H 2.7272 1.5991 2.2818 -0.91 -2.12 1.07 0.265
H 4.4608 0.5822 3.7312 -2.29 -0.39 1.42 0.245
H 3.1519 -0.5349 4.6974 0.64 2.16 -0.65 0.341
H 2.3970 2.5002 4.4448 0.97 -1.47 1.82 0.236
H 1.3061 1.3042 6.4287 2.25 1.05 1.18 0.303
H 2.9462 0.9268 7.4219 -0.81 0.94 -2.02 0.306
H 2.9521 3.0504 8.2114 -1.04 0.98 -1.65 0.344
H 2.6568 5.7042 5.5624 1.14 -0.77 1.56 0.286
H 4.3910 5.7960 6.0487 -1.02 -1.38 -0.93 0.228
H 4.8935 2.3800 6.2018 -1.01 0.08 -0.95 0.323
C -2.3215 0.1596 -1.7273 0.19 -0.18 -0.02 -1.336
C -2.5043 0.8073 -0.3827 -0.18 0.19 0.23 0.654
O -1.7917 0.5324 0.5794 -0.31 0.19 -0.07 -0.784
N -3.5023 1.7283 -0.2522 0.74 -0.57 0.13 0.068
C -4.4345 2.1796 -1.2578 -0.24 0.21 0.27 -1.005
H -1.4917 -0.5510 -1.6838 -0.15 0.23 0.10 0.301
H -3.2283 -0.3840 -2.0056 0.05 0.14 -0.12 0.377
H -2.0876 0.9190 -2.4783 -0.10 -0.16 -0.04 0.294
H -3.5680 2.1235 0.6788 -0.05 -0.05 -0.22 0.265
H -4.3135 3.2592 -1.3738 -0.18 -0.03 -0.23 0.313
H -5.4459 1.9658 -0.9047 -0.06 0.07 -0.27 0.328
H -4.2767 1.6921 -2.2212 0.06 0.05 0.26 0.378
C 2.3438 -0.0193 -2.8757 -0.14 0.30 -0.06 -0.203
C 2.0326 -0.9915 -3.9798 -0.02 -0.57 -0.47 0.734
O 1.1826 -0.7605 -4.8360 0.07 0.04 0.22 -0.724
N 2.7316 -2.1628 -4.0099 -0.72 0.74 0.08 0.018
C 3.7594 -2.6100 -3.1003 0.14 -0.22 -0.29 -0.867
H 1.7122 0.8673 -2.9771 0.13 -0.29 0.00 -0.054
H 2.1406 -0.4799 -1.9052 0.19 0.11 -0.02 -0.194
H 3.3900 0.2924 -2.9373 -0.04 -0.08 0.19 0.432
H 2.4709 -2.7690 -4.7792 0.34 0.16 0.15 0.101
H 4.6713 -2.7839 -3.6762 -0.01 -0.07 0.26 0.295
H 3.4311 -3.5504 -2.6517 0.24 0.01 0.18 0.255
H 3.9625 -1.8840 -2.3113 -0.19 -0.06 -0.17 0.355
C 3.1144 -4.3678 -7.6711 -0.09 0.17 0.04 -1.099
C 4.0765 -4.6353 -6.5470 0.38 0.05 0.30 0.669
O 4.4861 -3.7430 -5.8088 -0.13 -0.28 -0.18 -0.665
N 4.4938 -5.9209 -6.3611 -0.14 0.76 0.08 -0.147
C 4.1276 -7.0942 -7.1180 0.23 -0.18 0.20 -0.806
H 2.8693 -3.3027 -7.7003 0.17 -0.20 0.12 0.319
H 3.5702 -4.6443 -8.6257 -0.26 -0.10 0.04 0.431
H 2.1907 -4.9312 -7.5134 0.12 -0.04 -0.31 0.170
H 5.1399 -6.0279 -5.5874 -0.16 0.02 -0.22 0.245
H 3.6696 -7.8116 -6.4331 -0.06 -0.16 -0.26 0.269
H 5.0389 -7.5268 -7.5372 -0.20 -0.19 -0.14 0.288
H 3.4294 -6.8682 -7.9256 0.12 0.06 0.20 0.309
C -4.7786 -1.5660 4.5872 -0.09 -0.12 0.29 -1.219
C -3.7575 -0.6257 4.0094 0.49 0.44 -0.48 0.869
O -2.9392 -0.0357 4.7103 -0.13 -0.13 0.03 -0.696
N -3.7602 -0.4383 2.6579 0.11 -0.12 1.22 0.054
C -4.6349 -1.0365 1.6778 0.40 0.48 -0.28 -0.908
H -4.6588 -1.6176 5.6727 0.09 0.11 -0.26 0.308
H -5.7862 -1.2031 4.3672 0.04 -0.20 -0.07 0.318
H -4.6372 -2.5689 4.1755 -0.20 0.08 -0.01 0.321
H -3.0468 0.2069 2.3383 -0.03 -0.18 -0.12 0.036
H -4.0191 -1.5893 0.9646 -0.12 -0.17 -0.13 0.195
H -5.1597 -0.2336 1.1549 0.03 -0.50 0.07 0.457
H -5.3639 -1.7129 2.1272 0.16 0.26 -0.03 0.317
C -1.3765 3.8479 -2.1232 -0.19 -0.11 0.14 -0.877
C 0.0645 3.6218 -2.4881 0.83 -0.35 -0.07 0.602
O 0.7185 2.6893 -2.0281 -0.43 0.42 -0.05 -0.617
N 0.6427 4.4958 -3.3618 -0.22 -0.53 0.55 -0.181
C 0.0430 5.6417 -4.0028 0.37 0.03 -0.19 -0.898
H -1.7036 3.0768 -1.4204 0.26 0.20 -0.15 -0.218
H -1.4911 4.8239 -1.6440 -0.15 -0.03 -0.16 0.542
H -2.0016 3.7879 -3.0182 -0.03 0.19 0.09 0.462
H 1.6133 4.2836 -3.5624 -0.26 0.04 0.02 0.250
H 0.1085 5.4998 -5.0840 -0.18 0.26 0.00 0.295
H 0.6153 6.5282 -3.7199 -0.24 0.15 -0.15 0.292
H -1.0016 5.7793 -3.7184 0.24 -0.11 -0.01 0.349
C -9.5470 -1.0110 0.9376 -0.14 0.18 0.12 -1.418
C -8.1085 -1.3289 0.6364 0.59 0.12 -0.09 0.764
O -7.2074 -0.5115 0.8061 -0.83 -0.21 -0.28 -0.601
N -7.8201 -2.5742 0.1594 0.02 0.76 0.29 -0.106
C -8.7335 -3.6606 -0.1035 0.32 -0.24 -0.12 -0.911
H -9.6273 0.0139 1.3096 0.17 -0.24 -0.11 0.290
H -10.1463 -1.0968 0.0272 -0.07 -0.10 0.17 0.395
H -9.9254 -1.6891 1.7073 -0.13 0.02 -0.18 0.383
H -6.8333 -2.7189 -0.0213 -0.26 0.00 0.02 0.216
H -8.4318 -4.5143 0.5079 -0.27 -0.11 -0.11 0.293
H -8.6511 -3.9263 -1.1599 -0.25 -0.18 0.08 0.300
H -9.7683 -3.3997 0.1246 0.27 0.03 -0.02 0.353
C 5.8040 5.8574 8.3806 -0.09 -0.29 0.05 -1.387
C 6.1588 7.2721 8.0151 0.34 1.14 -0.27 0.745
O 6.5278 7.5843 6.8858 -0.42 -0.51 0.25 -0.653
N 6.0592 8.2232 8.9883 0.06 -0.68 -0.77 -0.166
C 5.6480 8.0524 10.3614 0.07 0.42 0.11 -0.793
H 5.9296 5.2095 7.5090 0.21 0.20 0.10 0.289
H 6.4650 5.5007 9.1751 -0.22 -0.07 -0.02 0.476
H 4.7604 5.8059 8.7024 0.10 -0.06 0.22 0.386
H 6.3132 9.1522 8.6725 -0.04 -0.22 0.08 0.241
H 4.7745 8.6849 10.5361 0.01 -0.16 0.27 0.278
H 6.4666 8.3819 11.0053 -0.20 -0.13 0.21 0.285
H 5.3974 7.0165 10.5958 0.08 0.20 -0.12 0.311
C -1.2921 -7.1167 -8.0958 0.02 -0.28 -0.03 -1.363
C -0.6018 -5.8229 -8.4282 0.53 0.48 -0.35 0.861
O 0.4410 -5.7842 -9.0763 -0.38 -0.13 0.30 -0.653
N -1.1729 -4.6663 -7.9837 0.42 -0.56 -0.28 -0.126
C -2.3847 -4.5097 -7.2152 0.10 0.40 -0.02 -0.853
H -0.7259 -7.9538 -8.5130 -0.04 0.31 0.04 0.306
H -1.3466 -7.2422 -7.0111 -0.19 -0.03 -0.10 0.354
H -2.2952 -7.1266 -8.5306 0.02 -0.06 0.20 0.370
H -0.6553 -3.8345 -8.2435 -0.15 -0.18 0.08 0.232
H -3.0740 -3.8868 -7.7900 -0.20 -0.08 0.23 0.296
H -2.1324 -4.0016 -6.2816 -0.29 -0.05 0.07 0.274
H -2.8619 -5.4649 -6.9900 0.18 0.16 -0.11 0.323
```
Positions in Å, forces in eV/Å.

## Properties
Electronic energy   -2483.65156 a.u.
Frontier orbital gap   4.510 eV
Charge   +1